# 1
Density functional theory data (ωB97M-V/def2-TZVPD) for a 2-piece molecular cluster, C4H6O2 overall.

Summary:
* HOMO energy: -9.74 eV
* structure (SMILES): O=C=O.C=CC
* spin multiplicity: 1
* HOMO-LUMO gap: 10.50 eV

The geometry in XYZ format:
```
12
C4H6O2 | OMol25 | ωB97M-V/def2-TZVPD
H 1.81691 0.23049 -1.21018
C -0.63150 -0.71337 0.86232
C -1.58884 1.43157 -0.43176
H 2.30092 -0.93095 0.03191
H -1.61245 -1.18116 0.85666
H -0.11563 -1.32224 -1.07462
C 0.19504 -0.78513 -0.17742
O -2.33175 1.50949 0.46357
O -0.87344 1.39927 -1.35173
H -0.37484 -0.12828 1.74397
H 1.65427 0.65274 0.50674
C 1.56131 -0.16245 -0.21947
```



# 2
Density functional theory data (ωB97M-V/def2-TZVPD) for C4H6O2 as an isolated structure at a distorted geometry.

Summary:
* HOMO energy: -8.98 eV
* spin multiplicity: 1
* HOMO-LUMO gap: 9.69 eV

The geometry in XYZ format:
```
12
C4H6O2 | OMol25 | ωB97M-V/def2-TZVPD
H -1.13279 -2.27250 0.53624
H 0.38778 0.67587 1.38211
O -0.53751 -2.19478 2.47175
H 0.57530 1.81808 -2.35395
O -0.55199 1.32949 -0.51138
C 0.40639 0.72269 0.29957
H 2.40110 0.84809 -0.53988
C 1.35736 0.62478 -0.62535
H -0.15902 0.18891 -2.17250
C 0.33738 1.01482 -1.64780
C -1.19007 -1.80348 1.53774
H -1.89394 -0.95198 1.62347
```



# 3
Density functional theory data (ωB97M-V/def2-TZVPD) for C4H6O2 as an isolated structure.

Summary:
* HOMO energy: -8.22 eV
* spin multiplicity: 1
* HOMO-LUMO gap: 8.08 eV

The geometry in XYZ format:
```
12
C4H6O2 | OMol25 | ωB97M-V/def2-TZVPD
C -0.04168 0.18077 0.50350
C 0.83200 1.80595 0.35317
H -2.07185 -1.11697 -0.25660
H 0.14953 -0.18813 -1.66166
H -0.98995 -2.51949 0.05634
H 1.20989 1.78001 1.39627
O 1.57790 1.64881 -0.63861
O -0.72039 -0.70588 1.21341
C -1.05538 -1.43884 -0.01888
H -0.05000 2.49476 0.29773
C 0.11888 -0.67732 -0.68842
H 1.04106 -1.26367 -0.55624
```



# 4
Density functional theory data (ωB97M-V/def2-TZVPD) for one molecule with the formula C4H6O2 at a distorted geometry.

Summary:
* HOMO energy: -8.37 eV
* structure (SMILES): C=C[C@H](O)C=O
* spin multiplicity: 1
* HOMO-LUMO gap: 8.86 eV

The geometry in XYZ format:
```
12
C4H6O2 | OMol25 | ωB97M-V/def2-TZVPD
C -0.87762 0.01934 0.60635
H -0.56338 -1.73344 -0.64383
C -0.60788 -1.29413 0.34883
H 0.12857 1.94902 0.37710
C 0.01502 0.96925 -0.11239
H -0.56194 -2.03857 1.13901
H -1.10054 0.81422 -1.65293
C 1.36017 0.18015 -0.05632
O -0.22545 1.19645 -1.50330
O 1.38172 -1.02377 0.08549
H 2.33577 0.65316 -0.15671
H -1.28444 0.30832 1.56871
```